[1]
DFT (ωB97M-V with the def2-TZVPD basis set) results for the molecule C8H21N2PS.

```
33
C8H21N2PS (ωB97M-V with the def2-TZVPD basis set)
C -1.592 -0.537 1.638
C 0.153 -2.242 1.889
C 0.819 0.197 2.307
C -0.040 2.021 -0.493
C 0.159 0.966 -2.870
C -1.952 0.580 -1.598
C -0.027 -0.785 1.486
C -0.494 0.960 -1.450
N 2.369 -1.721 -0.148
N 1.869 -0.454 -0.653
P 0.158 -0.670 -0.550
S -0.394 -2.258 -1.642
H -1.947 0.361 2.112
H -2.141 -0.541 0.724
H -2.027 -1.440 2.202
H 1.093 -2.634 1.371
H -0.525 -2.956 1.485
H 0.096 -2.415 2.907
H 0.827 1.089 1.851
H 0.489 0.314 3.250
H 1.765 -0.268 2.286
H 0.949 1.921 -0.259
H -0.166 2.930 -0.906
H -0.581 2.089 0.392
H 0.377 0.059 -3.252
H 0.986 1.519 -3.001
H -0.513 1.507 -3.650
H -2.478 0.079 -0.779
H -2.534 1.510 -1.868
H -2.156 0.069 -2.484
H 3.293 -1.798 -0.529
H 1.789 -2.500 -0.546
H 1.920 -0.108 -1.571
```

Results
SMILES: CC(C)(C)P(=S)(NN)C(C)(C)C
Highest occupied orbital energy, eV: -8.298
Energy above the lowest of the compared OMol25 structures with the same formula, charge and spin, eV: 0.041
Kohn-Sham gap, eV: 9.06

=====

[2]
DFT (ωB97M-V with the def2-TZVPD basis set) results for a cluster of 2 separate species, C8H21N3O6S in total.

```
39
C8H21N3O6S (ωB97M-V with the def2-TZVPD basis set)
N -0.723 0.865 2.549
C -0.214 1.182 1.130
C -1.326 0.790 -0.024
C -2.871 1.291 0.375
O -2.908 2.650 0.941
S -4.529 3.083 1.369
O -4.365 4.288 2.373
O -5.326 1.770 2.149
C -6.408 1.226 1.275
O -5.908 0.211 0.305
N -5.463 -0.832 1.076
O -4.656 -1.470 0.410
H 0.119 0.888 3.181
H -1.144 -0.095 2.587
H 0.757 0.536 0.914
H 0.113 2.322 1.044
H -1.394 -0.402 -0.008
H -1.032 1.126 -1.112
H -3.570 1.152 -0.579
H -3.202 0.549 1.249
H -7.187 0.638 1.963
H -6.978 2.081 0.680
C 5.141 -2.099 -2.375
C 4.336 -2.465 -1.130
C 2.930 -1.823 -1.094
O 2.927 -0.438 -0.735
C 3.208 0.447 -1.809
N 5.119 -2.118 0.065
H 5.537 -1.081 -2.336
H 6.002 -2.771 -2.483
H 4.531 -2.195 -3.278
H 4.199 -3.554 -1.145
H 2.349 -2.329 -0.314
H 2.390 -1.982 -2.034
H 2.807 0.084 -2.760
H 4.284 0.611 -1.885
H 2.744 1.412 -1.584
H 4.618 -2.448 0.890
H 5.092 -1.098 0.159
```

Results
Highest occupied orbital energy, eV: -9.249
Kohn-Sham gap, eV: 8.62

=====

[3]
DFT (ωB97M-V with the def2-TZVPD basis set) results for a structure of composition C8H21NO4Rb.

```
35
C8H21NO4Rb (ωB97M-V with the def2-TZVPD basis set)
Rb -0.991 1.797 3.409
C 2.518 2.440 0.687
O 1.924 1.152 0.950
C 2.895 0.197 1.494
C 2.408 -1.249 1.424
N 1.799 -1.549 2.681
C 1.017 -2.765 2.751
C -0.208 -2.852 1.756
O -1.208 -1.852 1.965
C -2.251 -1.893 1.002
H 1.771 3.141 0.317
H 3.257 2.424 -0.114
H 2.939 2.933 1.564
H 3.276 0.490 2.472
H 3.711 0.288 0.776
H 3.268 -1.900 1.264
H 1.715 -1.338 0.588
H 2.532 -1.580 3.375
H 0.615 -2.977 3.741
H 1.747 -3.529 2.485
H -0.675 -3.835 1.820
H 0.083 -2.608 0.734
H -2.821 -2.822 1.041
H -1.940 -1.730 -0.030
H -2.978 -1.090 1.125
C -1.985 2.160 -3.053
C -2.357 1.650 -4.484
O -2.866 2.697 -5.278
O -3.220 2.454 -2.337
H -1.313 3.016 -3.110
H -1.395 1.480 -2.438
H -3.054 0.813 -4.499
H -1.445 1.316 -4.979
H -2.914 2.296 -6.149
H -3.855 2.827 -2.953
```

Results
Highest occupied orbital energy, eV: -11.610
Energy above the lowest of the compared OMol25 structures with the same formula, charge and spin, eV: 2.104
Kohn-Sham gap, eV: 7.98
Total charge: +1

=====

[4]
DFT (ωB97M-V with the def2-TZVPD basis set) results for a structure of composition C8H21NO4Rb.

```
35
C8H21NO4Rb (ωB97M-V with the def2-TZVPD basis set)
Rb 0.673 -0.214 1.643
C -3.266 2.903 -1.491
O -2.821 1.643 -0.930
C -1.858 0.944 -1.661
C -2.056 -0.521 -1.241
N -1.892 -0.752 0.186
C -2.604 -1.904 0.757
C -1.686 -3.162 0.501
O -0.561 -3.038 1.279
C 0.452 -4.102 1.180
H -4.006 3.311 -0.802
H -3.658 2.795 -2.502
H -2.433 3.604 -1.532
H -0.841 1.286 -1.468
H -1.930 1.021 -2.745
H -1.344 -1.106 -1.824
H -2.978 -0.882 -1.696
H -2.126 0.108 0.663
H -3.535 -2.009 0.201
H -2.841 -1.688 1.798
H -1.328 -3.188 -0.528
H -2.251 -4.065 0.733
H 1.074 -4.199 2.069
H 1.116 -3.965 0.326
H 0.027 -5.102 1.095
C 3.888 1.483 0.498
C 4.730 2.651 -0.031
O 5.060 3.488 1.086
O 2.677 1.858 1.163
H 4.452 0.861 1.193
H 3.674 0.804 -0.327
H 4.194 3.267 -0.753
H 5.685 2.360 -0.468
H 5.348 2.979 1.847
H 2.966 2.532 1.783
```

Results
Highest occupied orbital energy (spin up / spin down), eV: -15.335 / -15.335
Kohn-Sham gap (spin up / spin down), eV: 8.97 / 3.79
Total charge: +2
2S+1: 2

=====

[5]
DFT (ωB97M-V with the def2-TZVPD basis set) results for the molecule C8H21NSi.

```
31
C8H21NSi (ωB97M-V with the def2-TZVPD basis set)
C 0.321 -1.374 2.776
C 0.671 1.165 2.208
C 0.002 -0.256 -2.717
C -1.021 1.765 -1.704
C 1.396 1.374 -1.271
C -0.147 -2.329 -0.368
C 0.726 -0.322 1.698
C 0.072 0.699 -1.586
N -1.989 -0.046 0.762
Si -0.447 -0.552 0.137
H 0.799 -1.099 3.799
H -0.768 -1.361 2.995
H 0.684 -2.387 2.420
H -0.377 1.512 2.353
H 1.163 1.729 1.514
H 1.185 1.027 3.105
H 0.420 0.211 -3.578
H 0.668 -1.137 -2.563
H -0.976 -0.692 -2.777
H -1.459 2.110 -0.742
H -2.019 1.319 -2.202
H -0.757 2.577 -2.312
H 2.275 0.704 -0.894
H 1.750 1.792 -2.225
H 1.168 2.078 -0.477
H -0.718 -2.734 -1.314
H 0.962 -2.349 -0.611
H -0.307 -2.973 0.497
H 1.745 -0.505 1.512
H -2.427 0.684 0.338
H -2.591 -0.629 1.228
```

Results
SMILES: CC(C)[Si@@](C)(N)C(C)(C)C
Highest occupied orbital energy, eV: -8.481
Energy above the lowest of the compared OMol25 structures with the same formula, charge and spin, eV: 0.949
Kohn-Sham gap, eV: 9.24

=====

[6]
DFT (ωB97M-V with the def2-TZVPD basis set) results for a cluster of 2 separate species, C8H21O3Si in total.

```
33
C8H21O3Si (ωB97M-V with the def2-TZVPD basis set)
C 2.731 -3.121 1.108
C 2.667 -2.101 2.404
O 2.514 -2.652 3.626
O 2.812 -0.617 2.319
C 1.917 -0.201 1.220
C 1.302 1.310 1.363
C 0.496 1.877 0.060
C -0.355 0.773 -0.793
C -1.964 1.180 -0.998
C -2.859 -0.064 -0.327
Si -2.843 0.101 1.604
H 2.879 -4.251 1.393
H 3.551 -2.729 0.364
H 1.689 -2.983 0.545
H 0.984 -0.945 1.268
H 2.430 -0.428 0.177
H 2.239 2.034 1.518
H 0.663 1.442 2.362
H -0.296 2.680 0.448
H 1.255 2.509 -0.607
H 0.101 0.710 -1.888
H -0.362 -0.313 -0.363
H -2.267 2.142 -0.403
H -2.217 1.223 -2.141
H -3.934 -0.100 -0.801
H -2.374 -1.127 -0.565
H -2.098 1.346 1.895
H -4.255 0.248 2.005
H -2.187 -0.998 2.300
O -0.579 0.769 -4.552
H -1.044 1.562 -4.923
H 0.392 0.796 -4.747
H -0.990 -0.074 -4.871
```

Results
Highest occupied orbital energy, eV: -12.040
Kohn-Sham gap, eV: 6.33
Total charge: +1

=====

Number 1: DFT total energy -1166.3531 a.u., maximum force 5.157 eV/A. Number 2: DFT total energy -1331.0307 a.u., maximum force 6.295 eV/A. Number 3: DFT total energy -696.9224 a.u., maximum force 2.381 eV/A. Number 4: DFT total energy -696.5228 a.u., maximum force 3.796 eV/A. Number 5: DFT total energy -661.6353 a.u., maximum force 4.416 eV/A. Number 6: DFT total energy -832.0897 a.u., maximum force 9.012 eV/A.